1.
C20H25ClN2OW as an isolated structure. Source: OMol25; level of theory: the ωB97M-V functional and the def2-TZVPD basis.

ΔE to the lowest compared entry with this formula, charge and spin in eV: 0.000
DFT total energy in eV: -40506.251
Total charge: +2
2S+1: 3
Orbital gap (alpha / beta) in eV: 8.63 / 7.04

```
50
Properties=species:S:1:pos:R:3:forces:R:3
C -0.2751 0.1307 -5.1223 0.04 0.18 -1.43
C 1.1188 0.6821 -5.4412 0.05 -0.01 0.36
C -0.4937 -1.2343 -5.7835 -0.04 -0.11 0.32
C -1.3719 1.1283 -5.5095 -0.07 -0.01 0.33
Cl -0.3947 -0.1080 -3.2971 -0.01 -0.03 -0.34
H -0.4566 -1.1457 -6.8778 0.02 0.15 0.30
H -1.4728 -1.6468 -5.5105 0.20 0.09 -0.08
H 0.2853 -1.9440 -5.4771 -0.17 0.15 -0.08
H 1.2269 0.8539 -6.5213 -0.20 -0.11 0.27
H 1.9003 -0.0248 -5.1348 -0.17 0.15 -0.07
H 1.2875 1.6381 -4.9301 -0.04 -0.20 -0.12
H -1.3674 1.3165 -6.5911 0.14 -0.16 0.24
H -1.2170 2.0864 -4.9977 -0.04 -0.19 -0.13
H -2.3608 0.7395 -5.2363 0.20 0.09 -0.09
C 1.3618 -1.7918 1.3623 0.60 -0.13 -0.57
C 0.6148 -2.6863 0.5421 0.49 0.78 0.52
C 0.4891 -2.1006 -0.7495 0.74 0.66 -0.02
H 0.2665 -3.6673 0.8503 -0.17 0.28 -0.04
C 1.1777 -0.8352 -0.7484 0.84 -0.45 0.40
C 1.7225 -0.6340 0.5620 0.50 -0.77 -0.43
H 2.3817 0.1793 0.8451 -0.12 -0.13 -0.06
H 1.7187 -1.9911 2.3688 -0.34 -0.01 -0.18
H 0.0915 -2.5930 -1.6292 -0.24 0.29 0.18
H 1.3672 -0.1853 -1.5950 -0.26 -0.15 0.16
C -2.3688 0.6747 0.6778 -0.38 -0.43 -0.29
C -2.6616 -0.4836 1.4954 -0.40 0.14 -0.50
C -2.5518 -1.6460 0.6765 -0.16 0.72 0.29
H -3.0170 -0.4610 2.5216 0.28 -0.14 -0.19
C -2.1904 -1.2276 -0.6390 -0.51 0.88 -0.01
C -2.0734 0.2090 -0.6431 -0.93 -0.07 0.23
H -1.9306 0.8513 -1.5066 0.22 -0.27 0.19
H -2.4506 1.7194 0.9604 0.07 -0.22 -0.06
H -2.7886 -2.6596 0.9894 0.29 0.20 -0.04
H -2.1700 -1.8589 -1.5192 0.32 0.13 0.17
W -0.4591 -0.5176 0.7786 -0.49 -1.56 0.92
N 3.1156 1.5510 6.3812 -0.35 -0.58 -0.69
C 2.9177 0.9801 5.1458 1.45 0.02 0.47
O 3.8239 0.4654 4.4968 -1.37 0.48 0.40
C 1.5174 1.1027 4.6053 -0.66 0.00 -0.74
C 0.5098 1.8521 5.2249 -0.04 -0.35 -0.49
C -0.7416 1.8842 4.6154 0.02 -0.08 -0.35
C -0.9424 1.2322 3.4036 0.08 0.07 0.26
N 0.0151 0.5156 2.7491 0.46 0.55 0.82
C 1.2398 0.4820 3.3793 -0.48 0.05 -0.07
H 4.0184 1.3823 6.7988 0.05 0.05 -0.02
H 2.3471 1.6852 7.0233 0.27 -0.02 -0.12
H 0.6984 2.4131 6.1355 -0.14 -0.11 -0.15
H -1.5826 2.4293 5.0405 0.28 -0.09 -0.05
H -1.9239 1.3112 2.9462 0.40 -0.05 0.18
H 2.0488 -0.0530 2.8841 -0.23 0.31 0.41
```
Forces are in eV/Å.

2.
C20H25ClN3O3PdS2 as an isolated structure. Source: OMol25; level of theory: the ωB97M-V functional and the def2-TZVPD basis.

ΔE to the lowest compared entry with this formula, charge and spin in eV: 0.905
DFT total energy in eV: -69422.900
Total charge: +1
2S+1: 5
Orbital gap (alpha / beta) in eV: 8.10 / 4.32

```
55
Properties=species:S:1:pos:R:3:forces:R:3
Pd 0.1999 0.0299 1.0137 0.20 0.44 -0.15
S 0.3881 0.2023 3.3892 0.01 0.02 -0.16
C 0.4649 1.8784 3.6445 0.02 0.14 0.02
C 0.5663 2.3312 4.9920 -0.02 -0.11 -0.09
C 0.6376 3.6565 5.2756 0.01 0.24 -0.01
C 0.6159 4.6222 4.2296 0.01 -0.02 0.22
C 0.5280 4.2311 2.9320 -0.02 -0.20 -0.10
C 0.4482 2.8482 2.5889 0.06 0.14 0.18
S 0.3663 2.4491 0.9400 -0.10 -0.18 0.03
H 0.5876 1.5937 5.7862 0.00 0.03 -0.08
H 0.7166 3.9800 6.3066 -0.01 0.02 -0.07
H 0.6732 5.6775 4.4687 0.01 -0.08 0.02
H 0.5188 4.9624 2.1330 0.00 -0.06 0.02
C 1.8101 0.6551 -3.3367 -0.03 -0.17 -0.05
C 2.8537 -0.2594 -3.9232 0.02 0.19 -0.09
C 3.3529 0.0715 -5.1646 -0.19 0.17 0.08
C 4.3525 -0.6699 -5.7910 0.13 0.04 -0.27
Cl 4.8914 -0.1970 -7.3387 -0.02 -0.02 0.10
C 4.9297 -1.7870 -5.1734 0.15 -0.19 0.04
C 4.4599 -2.1562 -3.9526 0.23 -0.13 -0.26
C 3.4150 -1.4345 -3.3214 -0.05 -0.01 0.72
O 3.0712 -2.0170 -2.1904 -0.04 -0.37 -0.75
C 2.2355 -1.5172 -1.2140 0.49 1.14 1.06
C 3.0273 -0.3483 -0.3592 -0.36 -0.55 -0.60
O 4.0866 -0.0215 -0.8598 -0.37 0.26 0.47
O 2.3757 0.0193 0.6577 0.30 -0.21 -0.37
H 1.7584 1.5637 -3.9335 0.00 -0.05 -0.01
H 2.0544 0.9480 -2.3221 0.05 0.03 0.16
H 0.8140 0.2042 -3.3490 0.06 -0.05 0.04
H 2.9606 0.9478 -5.6703 0.08 -0.11 0.04
H 5.7281 -2.3353 -5.6584 -0.09 0.08 0.01
H 4.8666 -3.0124 -3.4274 -0.08 0.10 -0.01
H 2.0324 -2.3135 -0.5175 -0.12 -0.33 0.04
H 1.3443 -1.0462 -1.5880 -0.42 0.00 -0.26
C -1.3837 -2.5338 1.3793 -0.28 -0.14 -0.07
N -2.7168 -2.0487 1.0886 -0.10 -0.03 -0.12
C -3.4681 -2.9233 0.1773 0.04 0.08 0.06
C -2.9183 -0.6880 0.9775 -0.04 -0.13 0.03
N -1.9277 0.1440 0.7939 0.22 -0.59 0.15
N -4.2069 -0.2718 1.0415 -0.24 0.00 -0.08
C -4.5367 1.0944 0.6659 -0.04 -0.07 0.07
C -5.2368 -0.9820 1.8063 0.13 0.17 -0.09
H -1.4358 -3.6043 1.5605 -0.04 -0.07 0.03
H -0.9962 -2.0705 2.2726 0.12 0.18 0.28
H -0.6925 -2.3860 0.5480 0.24 0.05 -0.28
H -2.9496 -3.0230 -0.7848 0.00 0.01 0.07
H -4.4621 -2.5288 -0.0127 0.07 0.00 0.01
H -3.5692 -3.9136 0.6222 0.02 0.06 0.01
H -2.2054 1.1044 0.8874 -0.08 0.30 0.07
H -3.9690 1.3991 -0.2126 0.00 -0.03 0.01
H -4.3504 1.8018 1.4809 0.00 0.01 -0.01
H -5.5937 1.1394 0.4112 -0.01 -0.01 0.02
H -4.8363 -1.8973 2.2263 0.05 -0.01 0.00
H -6.0957 -1.2189 1.1761 0.03 0.00 -0.03
H -5.5807 -0.3499 2.6279 0.02 0.02 -0.02
```
Forces are in eV/Å.

3.
C20H25F2FeN6O6Si as an isolated structure. Source: OMol25; level of theory: the ωB97M-V functional and the def2-TZVPD basis.

ΔE to the lowest compared entry with this formula, charge and spin in eV: 0.000
DFT total energy in eV: -90075.708
Total charge: -1
2S+1: 5
Orbital gap (alpha / beta) in eV: 6.71 / 6.70

```
61
Properties=species:S:1:pos:R:3:forces:R:3
Fe 1.4453 -0.7523 0.5232 -0.18 0.95 -0.46
N 1.8706 0.0458 2.4301 -0.90 -0.04 0.91
C 2.8743 1.0713 2.3277 1.25 0.25 1.10
C 3.6632 0.9224 1.0370 0.51 0.40 -2.60
O 4.4837 1.7927 0.6971 -0.64 -0.89 0.96
O 3.3634 -0.1226 0.2981 0.69 1.06 1.34
H 0.9355 0.2843 2.8266 0.66 0.44 -0.32
H 2.1850 -0.7287 2.9853 0.39 -0.36 0.13
H 3.6427 1.0137 3.1252 -0.23 -0.34 -0.16
H 2.5042 2.0758 2.5245 -0.38 0.06 -0.72
C 1.3232 -1.7238 -3.7058 -0.76 -0.49 0.10
Si -0.0518 -1.1622 -2.5054 1.65 1.98 0.38
C -1.1061 -2.3674 -1.6602 -1.36 -0.71 0.16
C -1.1412 0.0067 -3.5308 -0.17 1.00 -0.87
N 0.8173 -0.3106 -1.2622 -1.65 -0.74 -0.90
C 0.9354 1.0527 -1.3113 -1.20 -0.11 -0.47
C 2.0220 1.5926 -1.9691 1.39 1.32 0.41
C 2.4933 2.8873 -1.7092 0.91 -0.10 -2.09
C 1.6901 3.7697 -1.0412 -0.85 1.30 0.83
C 0.4469 3.2946 -0.6170 -0.62 0.31 0.88
C 0.0341 1.9998 -0.7816 -0.27 -0.22 0.04
F -1.3039 1.6995 -0.3906 2.00 -0.05 -0.25
H 2.1684 -1.0512 -3.5621 -0.21 0.23 -0.24
H 0.8771 -1.6521 -4.7032 0.49 -0.05 -0.17
H 1.7348 -2.7225 -3.5595 -0.18 -0.20 0.02
H -0.5735 -2.7994 -0.8229 0.12 -0.11 0.28
H -1.3962 -3.1846 -2.3301 -0.27 0.01 0.11
H -2.0181 -1.8398 -1.2565 0.87 -0.55 -0.44
H -1.4825 0.9240 -2.9854 0.12 -0.94 -0.07
H -2.0431 -0.5244 -3.9200 0.54 0.38 0.24
H -0.6051 0.4563 -4.4213 -0.40 -0.71 0.80
H 2.5572 0.9228 -2.6230 0.41 -0.11 0.30
H 3.4487 3.2247 -2.1909 -0.97 -0.39 0.65
H 1.9039 4.8595 -0.8640 0.14 -1.40 -0.16
H -0.2232 3.8521 0.0206 -0.10 0.69 -0.27
F -3.8403 4.0598 2.9338 0.32 -0.01 0.52
C -3.6217 2.9818 2.1780 -0.36 -1.04 0.74
C -3.4282 1.7320 2.6369 0.63 -0.66 -0.91
N -3.3109 0.7136 1.6323 -1.26 0.16 0.22
C -2.7488 -0.5937 1.9540 1.68 1.21 -0.07
C -1.1735 -0.4373 2.0997 -1.14 -0.23 -1.05
O -0.7256 0.3484 2.9440 -0.78 0.13 0.50
O -0.5243 -1.1170 1.2636 -0.34 -0.45 0.63
C -3.9431 0.8155 0.3632 -0.15 -0.85 1.00
O -4.2263 -0.1611 -0.3302 0.60 1.60 0.61
N -4.2780 2.1284 0.0450 0.25 -0.25 -2.50
C -3.8206 3.2203 0.7708 -0.10 2.48 -1.85
O -3.7217 4.3497 0.2682 -0.38 -1.93 0.68
H -3.2801 1.4128 3.7008 -0.07 0.45 -1.31
H -3.0327 -1.2687 1.1740 0.13 -0.29 -0.43
H -3.1040 -0.9599 2.8765 -0.73 -0.30 1.29
H -4.4598 2.2773 -1.0119 0.43 -0.18 2.55
N 0.8337 -3.5031 1.6425 -0.64 2.38 -0.47
C 1.1031 -4.7501 1.3604 2.95 -1.38 -0.34
C 2.3411 -4.7694 0.6776 -0.69 0.89 -0.16
C 2.6587 -3.3894 0.4823 -0.18 -1.68 0.17
N 1.7086 -2.6462 1.0265 0.19 -1.44 0.87
H 0.0081 -3.0817 2.0989 0.72 -0.21 -0.75
H 0.6494 -5.5841 1.8296 -0.79 -0.41 0.14
H 2.9086 -5.6168 0.3122 -0.26 0.10 0.20
H 3.5524 -2.9679 -0.0006 -0.84 0.07 0.26
```
Forces are in eV/Å.

4.
C20H25FN4O5S2 as an isolated structure. Source: OMol25; level of theory: the ωB97M-V functional and the def2-TZVPD basis.

ΔE to the lowest compared entry with this formula, charge and spin in eV: 18.759
DFT total energy in eV: -61712.720
Total charge: 0
2S+1: 1
Orbital gap in eV: 7.89

```
57
Properties=species:S:1:pos:R:3:forces:R:3
C 4.3330 -0.5626 -1.6666 3.79 3.90 1.43
C 3.4502 0.4819 -0.8675 2.10 -2.45 0.79
O 3.5788 0.6416 0.3315 0.19 0.10 -0.53
N 2.4834 1.0063 -1.6237 1.09 1.13 2.48
C 1.6044 1.9615 -1.3501 0.46 1.94 7.11
C 1.8095 2.5301 0.0569 -12.76 2.08 -12.82
C 0.9352 3.4077 0.5326 -7.07 0.73 -5.22
C -0.4611 3.6248 -0.4278 4.29 0.21 1.14
C -0.5810 2.9494 -1.6234 -1.82 3.37 2.73
C 0.4569 2.1719 -1.9722 -0.20 -3.45 -3.86
H 0.2085 1.4641 -2.8022 0.65 0.70 0.27
H -1.4890 3.0833 -2.2142 0.42 -0.24 -0.03
S -1.6211 4.8293 0.0521 -1.60 -2.84 10.45
O -1.3111 5.4698 1.4385 0.80 -0.49 -5.16
O -2.2598 5.4287 -1.0332 -0.55 1.29 -1.90
N -2.8171 3.6810 0.8535 0.98 4.25 -4.28
H -2.9865 3.0891 0.1028 -0.84 -2.18 -0.64
C -2.8020 3.3099 2.1900 -7.76 2.47 -1.17
C -2.0443 2.2673 2.4721 10.86 -6.82 0.08
H -0.8451 2.4731 2.3375 -2.47 -0.23 -0.03
H -1.9929 1.8369 3.3928 -0.65 -0.42 3.37
S -2.2420 0.6353 1.5668 -8.29 16.15 -8.29
O -2.0144 1.0501 0.1486 0.34 -0.82 1.82
O -3.5652 0.3010 1.8394 -4.91 -1.10 1.06
N -1.5234 -0.4542 1.9275 16.51 -6.54 6.36
C 0.0429 -0.2797 1.5899 -0.65 0.56 -2.77
H 0.5496 0.7802 1.4157 -1.86 -2.10 0.69
C 0.0962 -1.0433 0.2520 8.33 5.35 -2.43
N -0.1806 -2.4099 0.3110 -3.20 4.92 2.71
C 0.2260 -3.2952 -0.5475 -0.04 -8.96 -2.49
C -0.1822 -4.7214 -0.2725 2.28 1.68 -1.04
C 0.3886 -5.7357 -1.1812 -5.69 -0.81 8.67
C 1.1528 -5.4486 -2.1371 5.47 1.87 -6.17
C 1.5387 -4.1131 -2.6047 -3.23 -0.84 4.15
C 0.9985 -3.1223 -1.7859 -1.32 -4.24 2.22
F 1.0409 -1.8982 -2.0582 1.07 5.24 -2.43
H 1.9166 -3.8728 -3.5409 1.03 0.18 -1.37
H 1.6921 -6.2787 -2.5440 0.12 -0.33 -0.86
H 0.1928 -6.7742 -0.7364 0.53 1.33 -1.38
H -0.6437 -5.0741 0.7232 0.63 0.86 -1.92
C -1.5706 -2.2477 0.7800 -3.39 -8.69 -8.54
H -1.9684 -3.5251 0.8621 0.58 3.90 -0.72
C -1.7199 -1.8068 2.0369 -2.77 1.60 3.37
H -2.7054 -1.6558 2.3014 -3.05 -1.73 0.50
H -1.2880 -2.4428 2.7240 1.75 -0.30 2.15
H -2.2922 -1.5650 -0.0379 2.14 -2.25 2.09
H 1.3975 -0.9426 -0.0158 -3.40 -0.35 1.12
H -0.1641 -0.2091 -0.5565 -0.80 -2.64 1.11
H 0.5887 -0.8703 2.2621 0.46 -0.42 1.62
H -3.8797 2.8304 2.4753 1.42 1.73 -0.75
H -2.7180 4.2267 2.7077 0.50 0.55 1.31
H 0.7482 4.0019 1.3665 0.81 0.58 1.74
H 2.3997 2.5133 0.6599 13.66 -2.06 10.95
H 2.4093 0.6798 -2.4664 -0.20 -2.57 -6.00
H 3.7396 -1.2492 -2.0696 -2.72 -3.24 -1.36
H 5.0976 -1.0719 -0.9108 -1.51 1.39 -1.97
H 4.7924 -0.0559 -2.6634 -0.47 -0.96 2.66
```
Forces are in eV/Å.